(one)
C21H27B2BeF8N3O2 | ωB97M-V/def2-TZVPD

Each line ends with the Mulliken charge.
Element x y z (Å)
C 3.79489 1.56578 -0.91893  -1.107
F -0.74020 1.77977 -0.31390  0.287
H -0.95053 0.25197 -3.12901  0.621
F 1.25570 -2.47573 1.45191  -0.415
N 1.24118 -1.43178 -2.15384  0.380
H 1.95906 -2.59575 -0.58897  0.271
C -4.19320 -0.12865 2.12941  -1.386
C -4.10990 -1.39867 -1.80287  -1.191
H -3.55155 -1.01250 2.16997  0.252
H -4.58574 0.02933 3.13225  0.420
C 2.07629 -2.13293 -4.29798  -0.929
H -3.19333 3.13049 1.45645  0.278
H 3.96252 2.57968 -0.55086  0.382
H 4.61614 1.26565 -1.57039  0.380
C -3.03693 -1.07486 -1.01268  -0.119
H 3.28884 -3.92292 -4.30910  0.376
F 0.89710 3.24543 -0.99602  -0.437
C 2.85004 -3.13156 -3.71418  -0.181
C -2.92096 -0.47366 -3.61757  -1.392
F -0.65664 -3.72717 1.79206  -0.303
H -4.85969 2.51011 1.63970  0.405
H -4.98566 -1.91343 -1.42928  0.403
C 1.17475 0.26616 3.08389  -0.207
Be -0.07525 -0.10207 0.03158  2.086
C 2.92208 -3.17220 -2.33767  -1.182
H -3.12524 -1.22860 0.05237  0.595
O 2.40515 0.03347 0.31291  -0.056
C 4.52636 0.45837 1.23443  -1.510
B 0.04463 2.22768 -1.41074  -0.325
C -3.28650 0.99292 1.69870  0.912
H 1.61188 -0.67819 2.78554  0.407
F -0.36832 -2.49650 -0.15437  -0.314
H 1.98720 -2.11090 -5.37536  0.410
H 2.95223 1.69967 -1.59977  0.012
C -1.84673 -0.22642 -2.77059  -0.281
H -4.99310 -0.26398 1.40173  0.340
H 1.27694 2.46968 5.65113  0.372
C 0.41337 2.77831 3.76671  -0.987
B -0.11488 -2.59493 1.22556  0.191
H -0.30787 2.81698 1.74040  0.513
C -4.04250 -1.13890 -3.17044  -0.209
H -3.75566 2.60175 3.01082  0.370
C 3.45810 0.61404 0.18794  0.841
C 1.09825 1.99835 4.69073  -0.152
H -0.02101 3.73821 4.00312  0.418
C -3.82018 2.38215 1.93979  -1.511
C 0.20202 2.24291 2.50469  -0.403
O -2.19154 0.84146 1.21689  0.115
C 1.46014 0.70493 4.37531  -1.072
C 2.10476 -2.28877 -1.61757  0.186
H -2.87640 -0.31959 -4.68940  0.381
H 2.00767 0.05466 5.04071  0.477
H -4.86296 -1.39547 -3.82518  0.424
C 1.37273 -1.27781 -3.48359  -0.108
F -0.74851 2.60887 -2.47870  -0.369
F -0.71012 -1.41365 1.77675  -0.275
H 0.70780 -0.53355 -3.90343  0.367
H 4.86681 1.41978 1.62137  0.362
N -1.90163 -0.56391 -1.48859  0.513
H 5.43532 -0.02008 0.85919  0.378
F 0.79827 1.08478 -1.72787  0.010
H 3.40594 -3.95378 -1.76984  0.444
N 0.50780 0.98611 2.19187  0.576
H 4.15074 -0.18057 2.03281  0.268

Spin multiplicity: 1
Total charge: 0
M (g mol⁻¹): 536.09
Gap between HOMO and LUMO (eV): 9.941
HOMO (eV): -9.4

***

(two)
C21H27B2BeF8N3O2 | ωB97M-V/def2-TZVPD

Each line ends with the Mulliken charge.
Element x y z (Å)
H -6.14101 22.96709 -5.57961  0.398
C -9.06833 19.36158 -3.25959  0.701
C -13.57517 26.37744 -9.07464  -0.196
C -19.27267 23.64636 -4.06722  -0.146
Be -12.86790 22.26260 -6.27083  1.343
H -17.75946 17.60065 -4.92227  0.357
C -13.29268 27.47115 -9.88785  -0.526
C -12.56540 27.26433 -11.06047  -0.038
N -16.64744 23.15028 -4.95008  -0.221
O -14.71060 18.92059 -4.95439  -0.534
H -12.35672 28.10676 -11.70326  0.361
H -6.52464 21.15434 -9.51559  0.376
N -8.92101 22.57078 -7.58555  -0.288
C -8.08972 22.91310 -6.53468  -0.173
H -16.00175 16.07683 -5.29326  0.353
H -14.21210 16.51118 -5.34741  0.308
C -17.65833 23.42445 -5.85496  -0.262
F -13.17436 25.77784 -3.60697  -0.383
C -6.13581 22.01332 -7.54642  -0.171
F -12.61959 19.47684 -8.54969  -0.412
C -15.61360 18.11236 -5.00340  0.780
C -15.17498 16.63293 -4.85130  -1.048
H -8.57490 23.39861 -5.70084  0.454
H -18.44249 23.60856 -2.10767  0.366
B -11.97828 25.21500 -3.89314  0.465
C -7.90994 18.63619 -3.86428  -0.986
F -14.35933 20.72886 -8.87841  -0.320
H -8.18661 17.61263 -4.11702  0.291
C -12.19046 25.95919 -11.43213  -0.533
H -9.38030 20.82044 -1.72204  0.288
C -9.08829 19.77056 -1.74618  -0.944
H -15.08496 16.25627 -3.83243  0.296
C -12.50726 24.96811 -10.48791  -0.260
H -5.11065 21.67631 -7.58959  0.375
C -18.24894 23.45492 -3.15902  -0.311
B -13.68140 19.71191 -9.46011  0.527
H -7.70884 19.08386 -4.83754  0.283
H -20.23386 23.98639 -3.71100  0.354
H -7.05526 18.63797 -3.18780  0.316
F -11.77005 25.31193 -5.21944  -0.329
F -11.98025 23.96912 -3.47696  -0.304
H -19.83427 23.71302 -6.15112  0.394
O -10.05470 19.67327 -3.91538  -0.541
F -13.16532 20.03768 -10.67370  -0.383
C -19.03957 23.55804 -5.43640  -0.448
H -17.26001 19.36609 -4.82071  0.282
C -8.34512 21.87201 -8.60228  -0.241
H -17.04257 18.58739 -6.30159  0.290
H -16.21555 22.98237 -2.84151  0.371
C -17.05978 18.37683 -5.23226  -0.950
N -13.15683 25.06956 -9.29625  -0.266
C -6.67471 22.68376 -6.47476  -0.616
C -16.95792 23.17836 -3.60103  -0.315
H -9.77687 19.05760 -1.29272  0.282
F -10.95044 25.83442 -3.25868  -0.387
H -14.05234 26.44048 -8.10782  0.383
H -13.64256 28.46084 -9.63388  0.353
F -14.40592 18.60365 -9.60613  -0.350
H -17.47062 23.44281 -6.91837  0.359
H -8.91104 21.58601 -9.47655  0.376
H -12.37380 23.92396 -10.72948  0.449
H -11.70293 25.87113 -12.39180  0.368
C -6.94997 21.60569 -8.63141  -0.343
H -8.14695 19.52027 -1.25695  0.326

Spin multiplicity: 1
Total charge: 0
M (g mol⁻¹): 536.09
Gap between HOMO and LUMO (eV): 2.950
HOMO (eV): -9.8

***

How far above the most stable structure does each one sit? In hartree: (one) 0.0000; (two) 0.4370.

***

(one)
C10H16O | ωB97M-V/def2-TZVPD

Each line ends with the Mulliken charge.
Element x y z (Å)
C 0.28866 0.05441 0.44773  -0.582
C 1.04307 1.32331 0.04740  -0.089
H -1.07232 -1.58233 -2.30900  0.287
H 0.06382 1.47031 -0.63658  0.112
C 1.73377 -0.76493 -0.19549  -0.667
H 2.11131 -2.01891 -0.12429  0.319
H -0.99643 2.42090 0.32321  0.586
C -1.13875 0.43766 -0.90071  0.718
C 0.36507 -0.62080 -0.90052  0.215
C -0.28078 -1.76173 -1.49352  -1.881
H -1.89621 1.48377 1.24032  0.486
H -0.01174 0.51058 2.54115  0.303
H 1.78433 -1.28942 1.93247  0.372
H -0.53235 -1.61964 1.94746  0.187
H 1.60582 2.33283 0.66923  0.315
C -1.12989 -0.97810 1.04343  -0.014
H -2.05037 -1.58537 0.42768  0.180
H -1.84063 -0.07162 1.78010  0.124
H 0.40012 -1.83482 -2.29204  0.614
H 1.91612 0.88495 -0.66185  0.072
C 0.21192 0.87097 1.58204  -0.357
H 2.72164 -0.23888 -0.79625  0.278
C -0.96275 1.45327 0.64810  -0.806
O -1.94548 0.59346 -1.82587  -0.592
H -0.30732 -2.84656 -0.92793  0.212
H 2.62347 0.49240 1.56030  0.312
C 1.71044 -0.22337 1.37705  -0.707

Spin multiplicity: 1
Total charge: 0
M (g mol⁻¹): 152.24
Gap between HOMO and LUMO (eV): 6.757
HOMO (eV): -6.5

***

(two)
C10H16O | ωB97M-V/def2-TZVPD

Each line ends with the Mulliken charge.
Element x y z (Å)
C -0.38986 -0.43398 1.58356  -0.679
C 1.11711 1.37985 0.90492  -0.448
C -1.28862 1.37819 0.40811  0.443
H 2.14765 -0.81389 -0.94394  0.204
C -1.50754 0.29772 1.27024  -0.587
H 1.12149 0.18614 -2.14116  0.234
H -2.69145 0.77072 -1.21835  0.181
C -0.36330 -2.47127 -2.57065  -1.549
H -2.22212 2.49612 -1.14222  0.479
H -0.63447 -1.94996 -3.45072  0.388
H 0.29553 -3.34741 -2.84661  0.351
H 0.52925 -2.34862 -0.69553  0.167
H 1.97839 -1.28033 -2.67986  0.443
H -3.30569 2.23630 0.10548  0.304
C 1.46559 -0.80382 -1.82248  -1.084
C -2.39493 1.75747 -0.45611  -1.428
H 2.17740 1.63189 0.88593  0.384
C 0.23950 -1.61201 -1.48944  0.883
H -1.26148 -2.97048 -2.22921  0.402
H -0.52208 -0.83905 -1.11658  -0.432
H -0.50212 -1.27589 2.16474  0.477
O 2.09536 -0.45594 1.78522  -0.558
H -2.46344 0.07475 1.63948  0.474
H 1.95098 -1.29488 2.36353  0.338
C -0.04049 1.98456 0.36427  -0.400
C 0.93917 0.08251 1.31820  0.698
H -0.02055 3.01671 -0.04031  0.316

Spin multiplicity: 1
Total charge: 0
M (g mol⁻¹): 152.24
SMILES: Cc1ccc(O)cc1.CCC
Gap between HOMO and LUMO (eV): 8.793
HOMO (eV): -8.1

***

How far above the most stable structure does each one sit? In hartree: (one) 0.9698; (two) 0.0000.